Record 1
Computed, not measured: a structure of composition C58H68InN5O5S4Si3, with the ωB97M-V functional and the def2-TZVPD basis.

Geometry (Å):
In  0.73788  -0.26919  -0.03605
C  -5.16174  2.52982  -0.43173
C  -6.11264  1.70226  0.38599
C  -7.18421  2.32129  1.02452
C  -8.16967  1.60739  1.68785
C  -8.09722  0.22262  1.71318
C  -7.02625  -0.41599  1.11385
C  -6.01752  0.30301  0.46594
N  -4.99891  -0.42222  -0.16672
C  -3.58780  -0.29794  -0.13009
N  -3.15340  0.31159  1.02224
C  -2.07598  1.17206  1.43853
C  -0.71531  1.09767  1.08229
C  0.08706  2.13139  1.58391
C  -0.34688  3.14481  2.41586
C  -1.65579  3.11408  2.84496
C  -2.52140  2.13508  2.37798
C  -3.92265  2.14093  2.94485
N  -2.88905  -0.84880  -1.04244
C  -3.54712  -1.21124  -2.23876
C  -4.06098  -0.22667  -3.08917
C  -4.68743  -0.56233  -4.27576
C  -4.82161  -1.89697  -4.63565
C  -4.30697  -2.87270  -3.79842
C  -3.66293  -2.55684  -2.60536
C  -3.10512  -3.64817  -1.73525
H  -5.10128  3.54490  -0.03536
H  -5.52862  2.59869  -1.45928
H  -4.15302  2.13412  -0.48960
H  -7.24779  3.40312  0.97677
H  -8.98825  2.12705  2.16960
H  -8.86198  -0.36064  2.21103
H  -6.95342  -1.49722  1.14238
H  -5.29007  -1.27595  -0.61513
H  -3.95439  0.46216  1.61225
H  1.14498  2.13030  1.35268
H  0.33803  3.91003  2.76246
H  -2.02623  3.84776  3.55351
H  -4.01106  2.93442  3.68646
H  -4.16558  1.20069  3.45333
H  -4.68927  2.31623  2.19043
H  -3.91222  0.80852  -2.81453
H  -5.05390  0.22224  -4.92695
H  -5.30017  -2.17318  -5.56774
H  -4.38291  -3.91710  -4.08286
H  -3.18623  -4.61166  -2.23883
H  -3.63785  -3.71455  -0.78063
H  -2.05091  -3.45825  -1.52656
C  1.05858  7.38397  0.22373
C  0.60149  6.08268  -0.38272
C  -0.73248  5.69766  -0.32647
C  -1.14408  4.47759  -0.83799
C  -0.21983  3.62727  -1.42307
C  1.10252  4.01760  -1.53796
C  1.50954  5.22998  -1.00323
S  -0.84739  2.18010  -2.25187
O  -2.19903  2.01047  -1.73115
O  -0.82490  2.57490  -3.65439
N  0.12427  0.95401  -1.98619
C  -0.29628  -0.09365  -2.94365
C  -0.13220  -1.54308  -2.50007
O  -0.20749  -2.40740  -3.36303
O  -0.03046  -1.80033  -1.23676
H  0.32597  7.75556  0.94139
H  1.20016  8.15458  -0.53874
H  2.00879  7.25739  0.74489
H  -1.45693  6.35017  0.14993
H  -2.17527  4.15826  -0.77283
H  1.80376  3.37215  -2.04089
H  2.55444  5.51539  -1.06349
H  0.19597  0.01200  -3.91307
H  -1.37029  -0.03127  -3.13565
C  4.65387  -2.20683  3.34798
Si  3.47295  -2.14695  1.82101
C  2.45305  -3.75006  1.94303
C  4.75252  -2.58013  0.50848
C  2.39368  -0.58912  1.90638
Si  3.45344  0.94874  1.90526
C  5.33231  0.70074  2.02716
C  3.29437  2.02249  0.37703
C  3.10393  2.09497  3.38869
Si  1.29739  -0.86611  3.38189
C  2.11523  -1.55278  4.96405
C  0.18170  0.45182  4.16253
C  0.00829  -2.18612  2.90765
C  -0.50422  -3.15086  3.77403
C  -1.47126  -4.03478  3.32491
C  -1.91657  -3.92896  2.01690
C  -1.35633  -2.95130  1.20772
N  -0.41703  -2.11423  1.63848
H  4.51198  -3.13552  3.90942
H  4.52858  -1.37898  4.04336
H  5.68873  -2.18808  3.00068
H  3.05289  -4.57882  1.55839
H  1.53477  -3.70599  1.35613
H  2.16925  -3.98376  2.97156
H  5.22084  -3.49957  0.87590
H  5.53250  -1.82980  0.39361
H  4.34024  -2.77683  -0.47374
H  5.69751  -0.07301  1.35559
H  5.66348  0.45409  3.03612
H  5.80832  1.64138  1.73288
H  3.78223  1.52967  -0.45486
H  3.73924  3.01003  0.53391
H  2.26764  2.16638  0.05437
H  2.83585  1.54159  4.29053
H  2.29438  2.79791  3.18122
H  4.00397  2.67576  3.61215
H  2.93009  -0.90371  5.29214
H  2.52928  -2.55508  4.84461
H  1.37569  -1.57872  5.76755
H  0.64517  1.42872  4.28265
H  -0.09252  0.07883  5.15358
H  -0.72895  0.58738  3.58693
H  -0.12959  -3.21290  4.78856
H  -1.86465  -4.80304  3.98211
H  -2.67257  -4.59502  1.62069
H  -1.64539  -2.81933  0.17491
O  2.76954  -0.79151  -1.26823
C  3.13705  -1.38273  -2.45462
C  2.48589  -2.77048  -2.60312
C  1.88818  -3.44063  -1.58401
C  1.40743  -4.72746  -1.93384
C  1.65420  -5.03549  -3.23395
S  2.45097  -3.74952  -4.02897
C  4.68763  -1.57103  -2.49718
C  5.61239  -0.71670  -1.97906
C  6.95645  -1.10922  -2.21869
C  7.03999  -2.26604  -2.92860
S  5.48116  -2.87734  -3.29849
C  2.88838  -0.48187  -3.67938
C  2.76066  -0.74708  -5.01438
C  2.76849  0.42093  -5.82258
C  2.93685  1.55409  -5.08638
S  3.06375  1.20216  -3.42246
H  1.76573  -2.99393  -0.61460
H  0.89045  -5.38147  -1.24515
H  1.38104  -5.92173  -3.78395
H  5.33606  0.16602  -1.43364
H  7.81571  -0.55811  -1.86055
H  7.92212  -2.79993  -3.24412
H  2.63400  -1.73534  -5.42375
H  2.63177  0.41029  -6.89540
H  2.93476  2.57728  -5.42572

Results
Energy relative to the best compared isomer or geometry (same formula, charge and spin) ... 1.538 eV
HOMO level ... -0.1057 hartree
Gap between HOMO and LUMO ... 0.24498 hartree
Net charge ... -2

Record 2
Computed, not measured: a structure of composition C58H70As2NOP2PdS in a non-equilibrium geometry, with the ωB97M-V functional and the def2-TZVPD basis.

Geometry (Å):
Pd  0.30823  0.34088  -0.12509
C  3.65688  -2.25375  -1.54115
C  3.19369  -1.16661  -2.51477
C  2.37150  -1.77131  -3.66008
P  2.33638  0.25591  -1.68222
C  2.47019  1.60638  -2.94232
C  1.56008  1.37557  -4.16647
C  2.25064  2.97645  -2.28916
C  3.66508  0.75340  -0.51142
C  4.87086  1.23889  -0.97658
C  5.87465  1.66115  -0.10547
C  5.66340  1.62351  1.27705
C  4.49530  1.10977  1.77734
C  3.47524  0.61658  0.90181
N  2.33610  0.03149  1.31100
C  2.09104  -0.15242  2.70833
C  3.01973  -0.76803  3.66611
C  2.29594  -1.11577  4.89253
C  0.32344  -0.17591  5.44348
C  -0.21726  0.88307  4.65653
C  0.12218  0.75929  3.27558
P  -0.91504  1.47007  1.87408
C  -0.68408  3.30602  1.88465
C  0.56334  3.80963  1.13286
C  -0.80316  3.96301  3.26185
C  -2.60731  1.29900  2.67116
C  -3.72715  2.16544  2.08810
C  -3.07218  -0.14863  2.77779
H  4.43658  -2.84808  -2.02048
H  2.84222  -2.93739  -1.29479
H  4.07194  -1.86174  -0.61059
H  4.08363  -0.68902  -2.93250
H  1.31676  -1.85929  -3.40327
H  2.74316  -2.77213  -3.89209
H  2.42732  -1.18913  -4.57530
H  3.50370  1.56305  -3.28623
H  0.64155  0.83236  -3.93752
H  2.07830  0.82008  -4.94488
H  1.27693  2.33745  -4.59580
H  1.32982  3.00915  -1.70465
H  2.17370  3.74267  -3.06314
H  3.07189  3.25128  -1.62665
H  5.05567  1.31054  -2.04108
H  6.81031  2.03700  -0.50224
H  6.42522  1.99450  1.95132
H  4.35011  1.10384  2.84717
H  4.09121  -0.84489  3.54584
H  2.75631  -1.90585  5.48109
H  -0.22701  -0.42985  6.34984
H  -0.63103  1.79152  5.09117
H  -1.55045  3.61309  1.29394
H  1.37737  4.04336  1.82392
H  0.33695  4.73855  0.60546
H  0.93644  3.09662  0.39790
H  0.06842  3.72764  3.88092
H  -1.70902  3.67783  3.80041
H  -0.82756  5.04891  3.15523
H  -2.42490  1.66469  3.68353
H  -4.11946  1.75376  1.15915
H  -3.45159  3.20725  1.92564
H  -4.55521  2.16547  2.80018
H  -3.16702  -0.62018  1.79678
H  -4.05159  -0.17147  3.26206
H  -2.40244  -0.75321  3.38966
C  0.21068  -3.50268  -0.48081
C  0.99854  -2.81022  0.64032
As  -0.30336  -1.86512  1.76805
C  0.67813  -0.70093  3.07506
C  1.63163  1.40754  3.19798
C  2.34393  2.02996  4.33923
C  2.48858  1.46112  5.53566
C  1.92031  0.13247  5.85633
C  0.80554  -1.27954  4.49794
C  -0.79683  -3.36358  2.90756
C  0.15260  -4.28522  3.35247
C  -0.22606  -5.34708  4.16277
C  -1.55568  -5.49421  4.54432
C  -2.50165  -4.57321  4.11937
C  -2.12347  -3.51068  3.30588
As  -0.91990  -2.28407  -1.55505
C  -2.72770  -2.34899  -0.85760
C  -3.69050  -1.44400  -1.30044
C  -5.01220  -1.58264  -0.89306
C  -5.38180  -2.63251  -0.06332
C  -4.42655  -3.54963  0.35121
C  -3.10206  -3.41032  -0.03960
C  -1.11905  -3.12837  -3.25081
C  -2.29407  -2.93351  -3.97805
C  -2.48198  -3.62600  -5.16145
C  -1.50260  -4.49739  -5.62610
C  -0.32219  -4.67217  -4.91199
C  -0.11871  -3.97742  -3.73128
H  -0.45692  -4.28123  -0.11591
H  0.89107  -3.97207  -1.18594
H  1.67021  -2.07467  0.22030
H  1.59898  -3.53322  1.18587
H  1.69556  2.06124  2.33902
H  2.78902  3.00291  4.15930
H  3.03254  1.98824  6.31276
H  2.06045  -0.11574  6.90322
H  0.36079  -2.25746  4.64507
H  1.19718  -4.18726  3.08592
H  0.51650  -6.06067  4.49648
H  -1.85019  -6.32420  5.17391
H  -3.53790  -4.68237  4.41686
H  -2.87567  -2.81420  2.97040
H  -3.41733  -0.66082  -1.98683
H  -5.76068  -0.88491  -1.25095
H  -6.41545  -2.75208  0.23758
H  -4.71159  -4.38964  0.97307
H  -2.39151  -4.15172  0.28832
H  -3.06606  -2.26316  -3.62795
H  -3.39958  -3.48996  -5.71965
H  -1.65884  -5.04089  -6.54947
H  0.44073  -5.34900  -5.27510
H  0.81110  -4.11669  -3.19959
C  -1.35066  5.89239  -6.26083
C  -1.29684  4.81957  -5.20046
C  -1.60600  3.49384  -5.49781
C  -1.55196  2.49666  -4.52947
C  -1.17921  2.85291  -3.24605
C  -0.85544  4.16265  -2.91164
C  -0.92077  5.13704  -3.89278
S  -1.18019  1.60024  -1.98128
C  -2.74396  2.00881  -1.23783
O  -1.37200  0.26329  -2.68672
H  -1.83174  5.53508  -7.16937
H  -0.34356  6.22365  -6.52256
H  -1.89687  6.76691  -5.90619
H  -1.89455  3.23206  -6.50958
H  -1.77936  1.46526  -4.77050
H  -0.54842  4.42536  -1.90211
H  -0.67166  6.16349  -3.64529
H  -3.49863  1.92005  -2.02137
H  -2.70583  3.03658  -0.87044
H  -2.92434  1.30071  -0.43449

Results
HOMO level (spin up / spin down) ... -0.5402 / -0.5528 hartree
Gap between HOMO and LUMO (spin up / spin down) ... 0.20014 / 0.20835 hartree
Net charge ... +3
Spin multiplicity ... 5

Record 3
Computed, not measured: a structure of composition C58H91BIN15O6STi in a non-equilibrium geometry, with the ωB97M-V functional and the def2-TZVPD basis.

Geometry (Å):
Ti  0.30184  0.60472  -0.21121
C  -1.96751  -0.05983  3.64574
C  -2.46555  -1.42837  3.15817
C  -1.88113  -2.57088  4.00146
C  -2.40918  -1.82096  1.68603
C  -3.44414  -2.63816  1.22692
C  -3.15217  -2.97090  -0.06894
C  -4.07082  -3.99326  -0.74710
C  -4.00275  -4.33223  -2.23102
C  -3.95896  -5.32143  0.02569
N  -1.97230  -2.34666  -0.37436
N  -1.51569  -1.63643  0.71581
B  -1.43157  -2.15393  -1.82479
N  -1.39981  -0.66433  -2.42006
N  -0.28983  0.15440  -2.32958
C  -0.14872  0.78221  -3.49882
C  -1.25040  0.47416  -4.30714
C  -2.01904  -0.42157  -3.60529
C  -3.29128  -1.00451  -4.16682
C  -4.43263  -1.06758  -3.15048
C  -3.06379  -2.30085  -4.95565
C  1.02806  1.53504  -4.08568
C  2.38510  1.27476  -3.42421
C  0.74874  3.02591  -4.31069
N  -0.05476  -2.82092  -2.15014
N  1.13798  -2.20036  -1.93773
C  2.06728  -2.95234  -2.50428
C  1.48964  -4.08476  -3.10224
C  0.14367  -3.96256  -2.86892
C  -0.92161  -4.93320  -3.27505
C  -1.06283  -6.03497  -2.22118
C  -0.64724  -5.52683  -4.65582
C  3.52695  -2.61300  -2.50520
C  4.01432  -2.35685  -3.93326
C  4.34184  -3.74830  -1.88123
H  -2.80211  0.54235  4.00415
H  -1.46841  0.51384  2.87843
H  -1.27194  -0.17685  4.47946
H  -3.54103  -1.43752  3.34856
H  -0.80636  -2.67586  3.84433
H  -2.35256  -3.52056  3.74582
H  -2.04792  -2.38040  5.06389
H  -4.31096  -2.94417  1.79077
H  -5.07293  -3.59331  -0.56105
H  -3.10448  -4.90356  -2.45553
H  -4.05204  -3.46814  -2.88388
H  -4.85586  -4.97262  -2.46459
H  -2.95364  -5.73263  -0.08559
H  -4.66936  -6.04846  -0.37243
H  -4.15332  -5.19733  1.08870
H  -2.22250  -2.72979  -2.49345
H  -1.44419  0.84577  -5.30074
H  -3.59146  -0.26676  -4.91677
H  -4.12922  -1.53923  -2.21706
H  -5.27950  -1.62205  -3.55999
H  -4.77531  -0.05811  -2.91713
H  -2.70516  -3.11348  -4.33256
H  -2.32288  -2.13228  -5.73863
H  -3.99593  -2.61554  -5.42948
H  1.07792  1.10310  -5.08986
H  2.31172  0.53177  -2.63372
H  2.79599  2.18120  -2.98897
H  3.09832  0.90930  -4.16238
H  1.57921  3.46877  -4.86509
H  0.64295  3.55226  -3.37124
H  -0.16360  3.17293  -4.89373
H  1.98649  -4.86481  -3.65477
H  -1.86177  -4.39062  -3.33115
H  -0.12692  -6.59010  -2.13094
H  -1.85432  -6.73843  -2.49060
H  -1.29877  -5.60895  -1.24410
H  0.25532  -6.14056  -4.65056
H  -0.51857  -4.74000  -5.39988
H  -1.48039  -6.16099  -4.96456
H  3.66118  -1.70231  -1.91453
H  3.94062  -3.27109  -4.52665
H  5.05742  -2.03231  -3.93758
H  3.41306  -1.59209  -4.42068
H  4.32954  -4.62595  -2.53136
H  3.92272  -4.04655  -0.91912
H  5.38244  -3.45187  -1.74008
C  1.01553  -3.31446  0.97790
N  2.18992  -2.73622  1.61021
C  2.66810  -3.52433  2.73386
C  2.64351  -1.49348  1.31464
N  1.96725  -0.69627  0.51699
C  2.34846  0.55453  0.06081
C  3.60684  1.02231  -0.10282
C  4.02636  2.33945  -0.44047
C  3.26090  3.41508  -0.74727
C  1.85359  3.53534  -0.93925
C  0.77875  2.69606  -0.77689
N  -0.44252  3.13662  -1.26549
C  -1.08022  4.24508  -1.31077
N  -2.30940  4.29563  -1.95935
C  -3.42608  4.98489  -1.33771
C  -2.69658  3.22985  -2.85148
N  -0.67497  5.47543  -0.79143
C  -0.12058  5.58364  0.53952
C  -1.04889  6.73344  -1.40705
N  3.85871  -1.12105  1.87587
C  3.94625  0.06767  2.69123
C  5.04945  -1.93972  1.85592
H  0.29070  -3.58300  1.75176
H  1.28689  -4.21589  0.42270
H  0.56782  -2.60498  0.30229
H  1.83313  -3.73691  3.40442
H  3.42529  -3.00134  3.30408
H  3.07683  -4.47483  2.38030
H  4.41946  0.31733  0.06209
H  5.10005  2.49802  -0.43616
H  3.80838  4.33109  -0.94984
H  1.58204  4.50855  -1.34562
H  -3.88587  5.70850  -2.01784
H  -3.10774  5.50090  -0.43666
H  -4.19088  4.25621  -1.04715
H  -1.82845  2.63515  -3.09730
H  -3.12895  3.64473  -3.76761
H  -3.44150  2.57218  -2.38671
H  0.56308  4.76372  0.73110
H  -0.89984  5.58120  1.31049
H  0.43959  6.51770  0.61122
H  -1.48089  6.55982  -2.38772
H  -0.15308  7.34959  -1.52984
H  -1.76464  7.30459  -0.80437
H  3.15399  0.76301  2.43150
H  4.89898  0.57371  2.50764
H  3.88657  -0.18367  3.75916
H  4.86660  -2.87906  1.34796
H  5.41147  -2.15246  2.86772
H  5.84733  -1.41279  1.31945
C  5.80563  5.52897  5.92052
C  5.22663  4.23178  5.37235
S  3.56582  4.02276  5.98425
O  3.58979  4.06593  7.42281
O  2.70296  4.92786  5.26164
C  3.15700  2.35539  5.46661
C  1.64061  2.15566  5.39331
N  1.25679  1.36831  4.22383
C  0.97182  1.86648  3.00012
N  0.55436  0.90685  2.18031
C  0.54869  -0.24921  2.89294
C  1.00273  0.00653  4.14961
N  1.30039  -0.92632  5.17724
O  1.98073  -0.54587  6.12587
O  0.89722  -2.06814  5.02765
C  1.10167  3.28696  2.61459
H  6.81307  5.67547  5.53479
H  5.84689  5.49982  7.00759
H  5.19361  6.37897  5.62196
H  5.78979  3.35643  5.69949
H  5.14518  4.23949  4.28522
H  3.62359  1.67601  6.17750
H  3.61068  2.22871  4.48226
H  1.13009  3.11357  5.33464
H  1.29194  1.63346  6.27602
H  0.20269  -1.18211  2.48112
H  1.43313  3.92225  3.43156
H  0.12617  3.61273  2.25225
H  1.80942  3.36225  1.78565
I  -8.39678  0.78194  0.54029
C  -6.35388  1.23556  0.56154
C  -5.88804  2.24423  1.39519
C  -4.53090  2.52268  1.41457
C  -3.65349  1.80250  0.61260
C  -4.13666  0.80251  -0.22045
C  -5.49330  0.51492  -0.25125
C  -2.18372  2.08045  0.69350
O  -1.76098  3.03686  1.32517
O  -1.45289  1.21101  0.06195
H  -6.57258  2.79764  2.02295
H  -4.13033  3.29871  2.05368
H  -3.43626  0.24188  -0.82781
H  -5.87319  -0.27367  -0.88633

Results
HOMO level ... -0.2436 hartree
Gap between HOMO and LUMO ... 0.21462 hartree
Net charge ... 0